Record 1
The following is a quantum chemistry calculation of a molecular structure, C44H52BrN5OPRbS, from the OMol25 dataset.

Summary:
LUMO energy: 3.770 eV
DFT total energy: -146793.566 eV
HOMO energy: -1.3 eV
HOMO-LUMO gap: 5.1169 eV

```
! wB97M-V def2-TZVPD RIJCOSX def2/J DEFGRID3
* xyz -2 1
Rb 0.04322 1.41156 -0.88035
N -4.10615 0.10221 -4.09817
C -3.31420 0.62221 -3.07641
S -2.05964 1.67496 -3.54014
N -3.76093 0.24449 -1.89473
N -3.01423 0.63138 -0.83638
C -3.60016 0.45995 0.30412
C -5.00518 -0.01305 0.46120
C -6.06799 0.68417 -0.11488
C -7.37351 0.26504 0.07811
C -7.64070 -0.86771 0.83961
C -6.59057 -1.57157 1.40798
C -5.28295 -1.14152 1.22214
C -2.83981 0.72116 1.54877
C -3.50280 0.99332 2.75393
C -2.76061 1.18990 3.90578
C -1.37771 1.11768 3.83883
C -0.80375 0.88129 2.59797
N -1.50447 0.68909 1.48802
H -3.64493 0.09642 -4.99207
H -4.58807 -0.74561 -3.83434
H -5.85009 1.54739 -0.72950
H -8.18753 0.81759 -0.37639
H -8.66236 -1.20041 0.98199
H -6.78519 -2.46426 1.99147
H -4.45954 -1.69181 1.66331
H -4.58165 1.04705 2.77665
H -3.25983 1.40105 4.84449
H -0.75184 1.25208 4.71100
H 0.27614 0.86340 2.48472
C 2.93649 0.42655 -3.49839
C 3.99931 0.32618 -2.40436
C 5.09858 -0.63810 -2.83773
P 3.11579 -0.04311 -0.79720
C 4.27886 0.59302 0.51518
C 5.79179 0.40512 0.41996
C 3.75599 0.12735 1.87168
C 3.07887 -1.85210 -0.68684
C 4.19806 -2.63631 -0.41662
C 4.15357 -4.00984 -0.21409
C 5.40023 -4.81272 0.04383
C 2.88769 -4.60371 -0.28485
C 1.75251 -3.88021 -0.55575
C 1.77781 -2.46419 -0.79659
N 0.70399 -1.75438 -1.13506
C -0.55778 -2.31720 -1.00613
C -1.36604 -2.50020 -2.14643
C -0.83790 -2.10005 -3.49302
C -2.64109 -3.03033 -2.01564
C -3.17389 -3.38837 -0.78417
C -4.53534 -4.02308 -0.68293
C -2.39216 -3.15558 0.34207
C -1.10745 -2.63269 0.25573
C -0.29834 -2.38903 1.49753
H 3.39089 0.61248 -4.47734
H 2.22590 1.23019 -3.29920
H 2.35991 -0.50112 -3.56262
H 4.43506 1.32199 -2.24291
H 4.69135 -1.64360 -2.96343
H 5.90737 -0.70896 -2.10967
H 5.52967 -0.32427 -3.79526
H 4.07868 1.66889 0.45518
H 6.08400 -0.63601 0.57088
H 6.28548 0.99527 1.19979
H 6.19013 0.73579 -0.54111
H 3.88292 -0.95248 1.99037
H 2.69473 0.36010 1.97937
H 4.29152 0.63477 2.67956
H 5.16608 -2.14943 -0.36011
H 6.18786 -4.18377 0.46762
H 5.81086 -5.26919 -0.86505
H 5.21751 -5.62504 0.75373
H 2.79556 -5.67556 -0.11656
H 0.79538 -4.38709 -0.60260
H 0.17623 -2.47505 -3.64506
H -0.79337 -1.01098 -3.58570
H -1.48656 -2.47609 -4.28863
H -3.24145 -3.16776 -2.91225
H -5.11089 -3.85282 -1.59497
H -5.11615 -3.60935 0.14270
H -4.47029 -5.10558 -0.52696
H -2.78931 -3.39667 1.32755
H -0.94152 -2.35071 2.38012
H 0.23959 -1.44263 1.41079
H 0.46194 -3.16064 1.65142
Br 4.65177 6.07582 3.74043
C 3.41703 4.95570 2.77415
C 2.39493 4.31746 3.44925
C 1.51952 3.50634 2.72259
C 1.58240 3.28385 1.33220
C 2.65214 3.98213 0.73318
C 3.56240 4.79537 1.40810
H 2.28245 4.45723 4.51971
H 0.73315 3.03028 3.31184
H 2.79642 3.90538 -0.34688
H 4.36991 5.29756 0.88549
C -1.84189 4.06886 0.58353
C -0.81214 4.81700 -0.22227
C -0.26366 6.10630 0.34610
O -0.41050 4.38872 -1.28153
H -2.60969 4.74458 0.96727
H -1.32178 3.62700 1.43955
H -2.29085 3.28358 -0.02422
H -0.82269 6.45356 1.21454
H -0.26950 6.86819 -0.43414
H 0.76896 5.91592 0.64453
*
```

Record 2
The following is a quantum chemistry calculation of a molecular structure, C44H53N2O2SSeTa at a distorted geometry, from the OMol25 dataset.

Summary:
LUMO energy: -7.856 eV
DFT total energy: -131283.390 eV
HOMO energy: -13.7 eV
HOMO-LUMO gap: 5.8550 eV

```
! wB97M-V def2-TZVPD RIJCOSX def2/J DEFGRID3
* xyz 2 1
Ta 0.18978 -1.55635 -1.26571
C 1.22800 0.98775 5.90134
C 0.93637 -0.50284 5.67998
C -0.48156 -0.84211 6.18253
C 2.00258 -1.34239 6.42111
C 1.03647 -0.81057 4.19393
C -0.00933 -1.31705 3.42541
C 0.21256 -1.60440 2.05427
Se -1.25089 -2.36979 1.00628
C -2.30528 -0.74254 0.82024
C -3.17268 -0.37126 1.86615
C -3.92201 0.80569 1.74883
C -3.70067 1.59948 0.61706
C -2.77636 1.28616 -0.41785
C -2.12859 0.01413 -0.34099
O -1.49052 -0.46901 -1.44622
C -2.60023 2.28510 -1.57589
C -3.96316 2.47700 -2.29022
C -2.18082 3.64889 -0.98582
C -1.56146 1.95288 -2.66896
C -4.94463 1.25315 2.77041
C -5.04686 0.22135 3.90199
C -6.31361 1.40550 2.07878
C -4.51354 2.61395 3.35952
C 1.42382 -1.35018 1.40508
O 1.61290 -1.79660 0.12391
C 2.48662 -0.79378 2.14867
C 2.26352 -0.58020 3.54222
C 3.88052 -0.44166 1.58940
C 4.95384 -1.27317 2.32441
C 4.10522 -0.66700 0.07211
C 4.13281 1.05815 1.84331
H 1.17034 1.23252 6.96576
H 2.22860 1.25167 5.57747
H 0.53638 1.62005 5.35099
H -0.57265 -0.63992 7.24836
H -1.23643 -0.27577 5.63641
H -0.71199 -1.90081 6.04417
H 1.92394 -1.21351 7.49389
H 1.88608 -2.40575 6.21675
H 3.02345 -1.04705 6.14896
H -0.99302 -1.48046 3.86313
H -3.26968 -1.01777 2.74586
H -4.24908 2.54338 0.54779
H -4.70500 2.89521 -1.60550
H -3.85814 3.17133 -3.13178
H -4.34420 1.52514 -2.66869
H -2.94865 4.05208 -0.32229
H -1.26747 3.55867 -0.37987
H -2.00751 4.38629 -1.76693
H -1.76698 1.01017 -3.17451
H -1.55308 2.75708 -3.40922
H -0.55870 1.87606 -2.21804
H -5.31920 -0.77010 3.55123
H -4.10787 0.15017 4.46517
H -5.81305 0.51919 4.61395
H -6.62053 0.50244 1.55332
H -7.10521 1.63822 2.80873
H -6.29608 2.21929 1.35076
H -3.52051 2.55835 3.80329
H -4.47525 3.38893 2.58549
H -5.21483 2.94651 4.13353
H 3.08926 -0.22010 4.14425
H 4.77316 -2.34767 2.24374
H 5.95590 -1.09838 1.92827
H 4.98677 -1.04480 3.39105
H 3.93840 -1.70606 -0.21663
H 3.44569 -0.01672 -0.53540
H 5.12343 -0.38280 -0.18319
H 4.21175 1.27639 2.90941
H 5.06582 1.37578 1.36933
H 3.31384 1.65928 1.45474
S 3.33644 -0.16757 -7.14763
C 2.53591 -0.67827 -5.64140
C 3.23251 -0.80038 -4.43734
C 2.56144 -1.07691 -3.26248
N 1.21515 -1.17870 -3.18988
C 0.53270 -1.12396 -4.35998
C 1.15253 -0.86818 -5.55138
C 3.33205 1.57337 -6.96240
C 4.34404 2.20414 -6.25150
C 4.21111 3.55618 -6.05137
N 3.22495 4.28751 -6.54735
C 2.27080 3.65581 -7.21788
C 2.25220 2.28702 -7.42405
H 4.31513 -0.67072 -4.37081
H 3.09950 -1.22594 -2.33749
H -0.53964 -1.28626 -4.27740
H 0.51445 -0.79051 -6.44122
H 5.18453 1.62195 -5.84839
H 4.94714 4.13615 -5.48413
H 1.48638 4.29411 -7.60776
H 1.39401 1.79670 -7.86329
C -0.64741 -6.12622 -2.75661
C -1.48213 -5.07554 -3.09538
C -1.26771 -3.77321 -2.66161
C -0.18746 -3.44844 -1.86016
C 0.68784 -4.47839 -1.55585
C 0.46388 -5.78325 -2.00400
H -0.85286 -7.15440 -3.08415
H -2.35236 -5.20947 -3.73428
H -2.01120 -3.00209 -2.93192
H 1.58353 -4.28898 -0.95778
H 1.20202 -6.53033 -1.70218
*
```